Entry 1:
Molecular formula: C5H12Cl2N2O2S
Method: DFT, the ωB97M-V functional and the def2-TZVPD basis

Last column: Löwdin spin population.
Atoms and positions in Å:
Cl (0.7259, -2.4911, -0.5475)  0.185
Cl (3.7510, 1.5976, -0.8794)  0.009
S (-1.7086, 0.0353, -1.4878)  0.335
O (-0.8591, 1.0013, -2.1555)  0.187
O (-2.4267, -0.9249, -2.2889)  0.206
N (-2.7667, 0.8618, -0.4353)  0.198
N (0.7106, -0.8696, -0.1430)  0.718
C (1.6563, -0.1393, -0.9716)  0.057
C (-1.8167, 1.4868, 0.5569)  0.008
C (2.9446, 0.2105, -0.1317)  0.044
C (-3.7436, -0.0173, 0.1584)  0.014
C (3.8337, -1.0178, -0.3459)  0.003
H (-1.1220, 0.7593, 0.8504)  0.003
H (-3.3107, -0.9915, 0.3409)  0.007
H (-4.3772, 0.3563, 1.0315)  0.003
H (3.2055, -1.9574, -0.1642)  0.001
H (1.3121, 0.8352, -1.2450)  0.014
H (-1.2875, 2.3664, 0.2347)  0.001
H (4.7061, -0.8275, 0.3080)  0.002
H (2.6801, 0.5746, 0.8538)  0.001
H (-2.5298, 1.5976, 1.2717)  0.001
H (1.8756, -0.6519, -1.9064)  0.001
H (-4.4925, -0.0144, -0.6529)  0.003
H (4.3238, -1.0358, -1.3526)  0.000

Cartesian forces, eV/Å:
-0.25 -0.15 0.08
0.21 0.64 -0.27
-0.29 -0.20 -0.69
-0.31 0.16 0.31
-0.47 -0.08 -0.07
2.30 1.25 -0.44
0.55 0.40 -0.26
0.49 0.72 0.73
-0.56 -0.55 -1.90
-0.59 -1.55 -2.31
-2.24 0.23 -0.64
0.75 -0.01 1.11
1.19 -0.98 0.77
-0.35 -0.42 0.32
1.66 -0.02 -0.83
1.49 1.20 0.01
-1.18 0.44 -0.01
-0.34 0.39 -0.36
-0.35 -1.07 0.14
0.09 -0.70 0.29
-1.15 1.34 2.91
0.39 -0.11 0.11
0.04 -1.04 0.44
-1.08 0.10 0.56

## Properties
E: -1776.07790 hartree
LUMO energy (alpha / beta): 0.761 / -2.113 eV
frontier orbital gap (alpha / beta): 0.3509 / 0.3026 Eh
expectation value of S²: 2.011
HOMO (alpha / beta): -8.789 / -10.347 eV
spin multiplicity: 3
maximum force: 3.4 eV/Å


Entry 2:
Molecular formula: C5H12ClN2OP
Method: DFT, the ωB97M-V functional and the def2-TZVPD basis

Last column: natural (NBO) charge in e.
Atoms and positions in Å:
Cl (-3.1976, 0.7306, -1.0016)  -0.242
P (-2.0025, -0.0138, 0.3843)  1.909
O (-2.7284, -0.4312, 1.5790)  -1.039
N (-0.0025, 1.4066, 0.1974)  -0.509
N (-1.1240, -1.1952, -0.4130)  -0.769
C (0.8130, 0.3366, -0.2744)  -0.101
C (0.2875, 1.8971, 1.5034)  -0.437
C (-0.8322, -2.4232, 0.2965)  -0.414
C (-0.0536, -0.5954, -1.1648)  -0.222
C (1.9680, 0.8966, -1.1111)  -0.608
H (2.6318, 1.4815, -0.4777)  0.213
H (1.2310, -0.2715, 0.5530)  0.160
H (1.1637, 2.5506, 1.4268)  0.194
H (-1.5741, -2.5571, 1.0837)  0.236
H (0.1651, -2.4218, 0.7450)  0.187
H (0.5101, 1.1146, 2.2426)  0.169
H (-0.4872, 0.0132, -1.9620)  0.216
H (2.5382, 0.0861, -1.5606)  0.208
H (1.5779, 1.5417, -1.8936)  0.218
H (0.5655, -1.3825, -1.5989)  0.214
H (-0.8977, -3.2600, -0.4052)  0.202
H (-0.5519, 2.4966, 1.8512)  0.212

Cartesian forces, eV/Å:
-0.34 0.57 -0.55
2.88 0.62 -0.48
0.03 0.15 0.56
-3.23 -1.69 -0.39
-0.53 0.66 0.41
0.39 -0.35 -0.28
0.13 0.08 0.47
-0.05 -0.50 0.13
0.44 0.27 -0.10
-0.14 -0.09 0.27
0.09 0.06 -0.04
-0.06 0.06 -0.08
0.05 0.07 0.12
0.10 -0.11 -0.04
-0.03 0.05 0.03
-0.01 0.04 0.04
0.16 -0.01 -0.12
0.11 -0.06 -0.04
-0.04 0.06 -0.09
-0.05 0.05 -0.03
0.01 0.03 0.11
0.10 0.07 0.12

## Properties
E: -1184.00655 hartree
LUMO energy (alpha / beta): -0.303 / -0.302 eV
frontier orbital gap (alpha / beta): 0.3048 / 0.3046 Eh
HOMO (alpha / beta): -8.597 / -8.590 eV
maximum force: 3.7 eV/Å


Entry 3:
Molecular formula: C5H12ClNO
Method: DFT, the ωB97M-V functional and the def2-TZVPD basis

Last column: natural (NBO) charge in e.
Atoms and positions in Å:
Cl (-2.8459, -0.3862, 0.2496)  -0.623
O (-0.2346, -1.4978, 1.2423)  -0.749
N (-0.6775, 1.1458, -1.0865)  -0.800
C (-0.8069, 1.6437, 1.2890)  -0.685
C (-0.6489, 0.6544, 0.1467)  0.545
C (0.1172, -0.6814, 0.1886)  0.177
C (1.6119, -0.2702, 0.1715)  -0.595
C (-0.1640, -1.5125, -1.0800)  -0.662
H (-1.2775, -1.4115, 1.2571)  0.507
H (-0.2337, 0.5685, -1.8606)  0.418
H (1.6880, 0.2839, -0.6737)  0.197
H (0.2310, 1.9542, 1.4032)  0.229
H (-0.3861, -2.4176, -0.6175)  0.255
H (1.7648, 0.3740, 1.0601)  0.208
H (-1.4146, 2.4780, 0.9992)  0.236
H (0.6844, -1.6836, -1.7112)  0.199
H (-1.3255, 1.9451, -1.3567)  0.423
H (-1.0928, 1.0068, 2.1584)  0.267
H (2.1386, -1.2204, 0.1802)  0.234
H (-0.9335, -1.1904, -1.6739)  0.221

Cartesian forces, eV/Å:
0.29 0.17 0.29
-2.03 0.85 1.56
0.08 1.03 -1.77
0.87 -2.77 -0.16
-1.24 -0.03 -1.07
0.18 0.69 -1.10
-1.86 -1.50 3.60
1.84 0.31 0.87
2.15 -0.37 -0.03
-1.39 1.24 1.38
1.03 1.50 -2.60
0.08 0.43 0.39
-0.67 -1.83 0.04
0.56 -0.61 -0.40
-0.53 0.18 0.24
0.83 0.12 -0.31
1.53 -1.56 0.62
-0.13 1.18 -0.42
0.58 0.36 0.04
-2.18 0.62 -1.19

## Properties
E: -787.86043 hartree
LUMO energy: 0.485 eV
frontier orbital gap: 0.3576 Eh
HOMO: -9.246 eV
maximum force: 4.3 eV/Å


Entry 4:
Molecular formula: C5H12ClNOS
Method: DFT, the ωB97M-V functional and the def2-TZVPD basis

Last column: natural (NBO) charge in e.
Atoms and positions in Å:
Cl (-1.3023, 4.5911, 1.9561)  -0.286
S (-0.9541, 2.6882, 1.1275)  1.269
O (-0.6796, 1.6926, 2.2180)  -0.910
N (-0.3950, 1.0910, -0.7808)  -0.107
C (2.2603, -2.8271, -0.2561)  -0.585
C (1.3152, -1.5413, 0.0925)  -0.411
C (-2.7466, 2.4438, 0.6413)  -0.805
C (0.2101, -1.3768, -0.8592)  -0.386
C (-0.7576, -0.1445, -0.4046)  -0.423
H (2.1597, -0.8150, 0.0180)  0.204
H (-1.6777, -0.4987, -0.7927)  0.229
H (-0.8250, -0.1964, 0.6697)  0.251
H (-0.3760, -2.3274, -0.6754)  0.202
H (1.5592, -3.6543, -0.3492)  0.192
H (-2.8778, 1.3669, 0.5926)  0.234
H (0.9618, -1.4954, 1.1355)  0.208
H (0.4291, -1.5960, -1.9538)  0.231
H (-3.2534, 3.0333, 1.3128)  0.238
H (2.8992, -2.9641, 0.5108)  0.205
H (-3.0709, 2.7949, -0.4322)  0.247
H (2.8583, -2.6245, -1.1288)  0.204

Cartesian forces, eV/Å:
-0.08 0.05 0.25
0.14 -0.97 0.61
-0.86 1.49 -1.43
0.40 0.76 -0.96
-4.19 1.69 -1.05
4.44 -0.45 -0.09
1.30 -0.42 -3.49
-1.57 -1.52 -0.42
1.45 -2.36 -0.73
-1.21 0.55 0.10
-1.67 0.18 -0.64
0.05 -0.18 0.85
-0.21 1.07 0.03
0.49 -0.49 -0.32
-0.28 0.01 0.72
0.17 -0.42 -0.39
0.06 1.45 1.15
-1.62 0.59 1.79
2.05 -0.69 2.72
1.33 -0.26 1.91
-0.20 -0.06 -0.58

## Properties
E: -1185.86648 hartree
LUMO energy (alpha / beta): -0.969 / -1.552 eV
frontier orbital gap (alpha / beta): 0.3027 / 0.2882 Eh
HOMO (alpha / beta): -9.205 / -9.393 eV
maximum force: 4.6 eV/Å


Entry 5:
Molecular formula: C5H12IN2O
Method: DFT, the ωB97M-V functional and the def2-TZVPD basis

Last column: natural (NBO) charge in e.
Atoms and positions in Å:
I (2.6739, 0.4455, 0.2165)  0.301
O (-0.4649, -0.9403, 1.3037)  -0.633
N (-1.4619, 1.5379, 1.4555)  -0.687
N (1.7382, -1.2932, -0.5027)  -0.770
C (-0.9315, 0.3869, -0.5616)  -0.479
C (-1.3935, 2.7728, -0.5855)  -0.661
C (-1.3091, 1.5073, 0.1448)  0.420
C (-0.6210, -0.8434, 0.0154)  0.395
C (2.2889, -2.5207, -0.2351)  -0.458
H (-0.3650, -1.8047, 1.5930)  0.512
H (-0.5615, 2.7605, -1.2363)  0.255
H (1.4102, -3.2085, -0.0968)  0.191
H (-1.6138, 0.6438, 1.9090)  0.426
H (2.9449, -2.6963, 0.6469)  0.238
H (3.0854, -2.8895, -1.0320)  0.206
H (1.5354, -1.2352, -1.4701)  0.378
H (-1.4586, 3.5706, 0.0473)  0.230
H (-2.2054, 2.7832, -1.2218)  0.260
H (-0.7739, 0.4244, -1.6043)  0.248
H (-1.9558, 2.3791, 1.7914)  0.417
H (-0.5611, -1.7803, -0.5772)  0.211

Cartesian forces, eV/Å:
-0.27 -0.87 -0.58
-0.86 2.47 0.09
-1.36 0.55 -0.07
-0.45 3.34 1.05
0.50 -2.48 0.82
0.68 -1.81 -0.20
0.75 0.31 0.46
-0.16 0.09 -1.48
2.86 -4.22 -0.17
0.45 -2.79 0.90
1.16 0.65 -0.58
1.00 -0.16 -0.45
0.23 0.43 0.44
-0.90 0.97 0.01
-2.00 0.39 1.00
0.19 0.69 -1.08
0.15 2.30 1.50
-2.06 -0.08 -1.34
-0.29 0.24 -1.00
0.55 -0.90 0.22
-0.20 0.86 0.45

## Properties
charge: +1
E: -679.83975 hartree
LUMO energy: -4.071 eV
frontier orbital gap: 0.3000 Eh
HOMO: -12.235 eV
maximum force: 5.1 eV/Å


Entry 6:
Molecular formula: C5H12INO2S
Method: DFT, the ωB97M-V functional and the def2-TZVPD basis

Last column: Löwdin spin population.
Atoms and positions in Å:
I (-3.5016, -1.0039, 0.7146)  0.113
S (0.8840, -0.9001, -0.5684)  0.081
O (0.8446, -2.3136, -0.5322)  0.005
O (0.5976, -0.2356, -1.8329)  0.000
N (-2.1859, -1.0939, -0.7446)  0.745
C (2.6607, -0.3943, -0.0036)  0.048
C (-0.4667, 1.1862, 0.7328)  0.072
C (0.0254, -1.0850, 1.9381)  0.088
C (0.0135, -0.2296, 0.7360)  0.578
C (-2.0013, -2.3655, -1.2700)  0.102
H (-0.9458, -1.1676, 2.4847)  0.026
H (-1.2818, -2.8560, -0.6139)  0.045
H (-2.9592, -2.9362, -1.2228)  0.015
H (2.6646, -0.8560, 0.9581)  0.002
H (0.5598, -0.6891, 2.7175)  0.025
H (0.2522, -2.1809, 1.7706)  0.000
H (-0.9614, 1.4084, -0.1564)  0.011
H (-1.4878, -2.2941, -2.1914)  0.006
H (0.2517, 1.9754, 0.7978)  0.024
H (-1.2409, 1.4332, 1.5731)  0.003
H (3.3726, -0.8847, -0.6604)  0.008
H (2.7206, 0.7011, -0.1985)  0.001

Cartesian forces, eV/Å:
-0.75 0.07 0.58
2.72 2.92 -1.85
-0.03 -2.00 0.29
0.07 -0.22 1.09
0.24 1.75 -0.09
-2.09 0.06 -2.12
-1.41 -0.20 2.35
-2.46 -2.52 -0.43
-0.48 0.46 1.00
-1.31 -1.47 1.10
0.02 0.39 -0.89
0.05 -0.49 0.20
0.81 -0.11 -0.69
0.49 0.46 0.96
2.19 1.01 1.82
0.27 1.46 -0.05
-0.98 0.08 -1.76
0.16 -0.02 -1.31
1.14 0.25 0.28
1.44 -0.87 -1.28
-0.10 -0.22 -0.13
-0.01 -0.80 0.95

## Properties
E: -1098.62852 hartree
LUMO energy (alpha / beta): 0.193 / -1.370 eV
frontier orbital gap (alpha / beta): 0.3105 / 0.2903 Eh
expectation value of S²: 2.011
HOMO (alpha / beta): -8.257 / -9.270 eV
spin multiplicity: 3
maximum force: 4.4 eV/Å


Which of these has the highest maximum force? C5H12IN2O